#A
DFT (ωB97M-V/def2-TZVPD) results for an isolated molecule of C10H14Si.

- Highest occupied orbital energy: -8.57 eV
- Frontier orbital gap: 9.51 eV
- Multiplicity: 1
- SMILES: C[Si]1(C)Cc2ccccc2C1

Geometry (Å):
C -1.86587 2.50708 1.08870
Si -0.49954 1.44856 0.42971
C 0.83147 2.55270 -0.24199
C -1.13479 0.26757 -0.95472
C -0.30895 -1.00786 -0.72628
C 0.02890 -1.96199 -1.64819
C 0.84077 -3.05459 -1.35332
C 1.48245 -3.15017 -0.10010
C 1.24579 -2.13790 0.76778
C 0.38137 -1.12757 0.53159
C 0.19775 0.01614 1.45796
H -1.52849 3.28823 1.71341
H -2.50430 3.10166 0.42875
H -2.67095 2.03192 1.54048
H 0.52528 3.31477 -0.95393
H 1.46418 2.97376 0.53481
H 1.44629 1.98943 -0.84148
H -0.87129 0.60311 -1.95903
H -2.25074 0.19962 -0.87796
H -0.55629 -2.00616 -2.63822
H 1.10197 -3.68538 -2.13361
H 2.29834 -3.85290 -0.00044
H 1.64561 -2.30015 1.78721
H -0.40583 -0.32614 2.20170
H 1.10688 0.31625 1.94715

#B
DFT (ωB97M-V/def2-TZVPD) results for an isolated molecule of C10H14Si.

- Highest occupied orbital energy: -9.25 eV
- Frontier orbital gap: 10.16 eV
- Multiplicity: 1
- SMILES: C=C(C)[Si@@H](C)c1ccccc1

Geometry (Å):
C 0.29404 -1.18354 -1.98008
C -0.48594 -1.78232 -1.18446
C -0.77975 -3.23216 -1.26432
Si -0.92243 -0.72165 0.38271
C -0.23027 -1.89823 1.87495
C 0.01836 1.02873 0.28034
C 1.35739 1.32775 0.30886
C 1.80568 2.58852 0.38833
C 0.91625 3.66819 0.41459
C -0.46138 3.36500 0.36772
C -0.89647 2.11208 0.27443
H 0.65012 -0.12869 -1.83452
H 0.75577 -1.59681 -2.93071
H -1.85147 -3.62085 -1.23740
H -0.21378 -3.79838 -0.42682
H -0.41692 -3.70658 -2.26090
H -2.43121 -0.41051 0.92951
H -1.04409 -2.40708 2.25754
H 0.55765 -2.52867 1.59572
H 0.15399 -1.19658 2.53621
H 2.07755 0.45820 0.24711
H 2.92349 2.80218 0.43037
H 1.28874 4.66561 0.34480
H -1.06609 4.25352 0.14418
H -1.99920 1.94225 0.34184

Energy above the most stable structure, in hartree: #A 0.0000; #B 0.0719

#A
DFT (ωB97M-V/def2-TZVPD) results for an isolated molecule of C4H4ClN.

- Highest occupied orbital energy (alpha / beta): -8.13 / -8.13 eV
- Frontier orbital gap (alpha / beta): 8.18 / 8.18 eV
- Multiplicity: 1

Geometry (Å):
C 1.12371 -0.63629 0.10823
C 0.82669 0.77382 0.10755
C 0.13566 -1.47955 -0.03686
C -0.48543 1.07200 -0.08428
N -1.30459 0.07369 -0.42059
Cl -2.89647 -0.02629 0.15883
H 2.14988 -0.94882 0.25749
H 1.60153 1.51169 0.19119
H -0.28425 -2.42286 -0.25944
H -0.86673 2.08262 -0.02213

#B
DFT (ωB97M-V/def2-TZVPD) results for an isolated molecule of C4H4ClN.

- Highest occupied orbital energy (alpha / beta): -8.25 / -8.16 eV
- Frontier orbital gap (alpha / beta): 7.12 / 6.99 eV
- Multiplicity: 1

Geometry (Å):
C -0.84891 0.72612 -0.38527
C 2.01951 -0.61627 0.55334
C 2.51020 -0.99946 -0.69505
C -0.35805 -0.50798 -0.06676
N 0.74403 -0.71606 0.65550
Cl 1.94467 -0.42337 -2.10166
H -1.75104 0.61026 -0.98186
H 2.59607 -0.79988 1.51766
H -0.91143 -1.29984 -0.39509
H -0.20670 1.68890 -0.11197

Energy above the most stable structure, in hartree: #A 0.0000; #B 0.0455

#A
DFT (ωB97M-V/def2-TZVPD) results for a structure of composition C2H7N2OS.

- Net charge: +1
- Highest occupied orbital energy: -13.95 eV
- Frontier orbital gap: 9.21 eV
- Multiplicity: 1

Geometry (Å):
C -0.36771 -0.38542 0.29287
C 0.59262 1.85137 -0.53975
N 0.35690 -0.23645 1.44197
N -0.47779 -1.69218 -0.45055
O 0.16508 0.69126 -1.12904
S -1.31910 0.44147 1.42972
H 0.03814 2.04989 0.34612
H 0.48779 2.69884 -1.22710
H 1.60847 1.75499 -0.19345
H 0.47604 -1.17557 2.04117
H -1.04869 -1.58470 -1.27417
H -1.02874 -2.39323 0.02280
H 0.51698 -2.02029 -0.76059

#B
DFT (ωB97M-V/def2-TZVPD) results for the ion C2H7N2OS with charge +1.

- Net charge: +1
- Highest occupied orbital energy: -14.52 eV
- Frontier orbital gap: 9.95 eV
- Multiplicity: 1

Geometry (Å):
C 0.40001 0.62130 -0.36953
C -0.86308 -0.37014 -0.00447
N 0.50074 1.37365 0.83690
N -0.48983 -1.39170 0.69498
O 1.49351 -0.27228 -0.59813
S -2.38851 0.21488 -0.48756
H 0.32499 1.32601 -1.21303
H 1.01863 0.96528 1.65679
H 1.03001 2.27242 0.68848
H 2.08184 0.30708 -1.13274
H 0.46107 -1.40079 0.88403
H -1.19381 -1.82534 1.40464
H -3.37537 -0.71321 0.03399

Energy above the most stable structure, in hartree: #A 0.1292; #B 0.0000

#A
DFT (ωB97M-V/def2-TZVPD) results for an isolated molecule of C6H10OS.

- Highest occupied orbital energy: -8.88 eV
- Frontier orbital gap: 9.84 eV
- Multiplicity: 1
- SMILES: C[C@@H]1C[C@@H]2C[C@]2(S)O1

Geometry (Å):
C 1.71266 -1.41273 0.17342
C 0.45115 -0.85725 -0.48753
C 0.47408 0.65948 -0.78043
C -0.97431 1.07451 -0.57618
C -1.37991 1.36170 0.84692
C -1.61228 -0.09166 0.12258
S -3.28570 -0.60388 -0.21621
O -0.67402 -1.06583 0.38089
H 1.45356 -1.80379 1.15325
H 2.46387 -0.63724 0.29597
H 2.14005 -2.21741 -0.41605
H 0.24668 -1.39458 -1.42470
H 0.82631 0.86552 -1.78820
H 1.12304 1.17566 -0.06956
H -1.48290 1.57606 -1.38458
H -0.62282 1.38069 1.60995
H -2.26465 1.94869 1.02029
H -3.62589 -0.86908 1.04529

#B
DFT (ωB97M-V/def2-TZVPD) results for an isolated molecule of C6H10OS.

- Highest occupied orbital energy: -8.33 eV
- Frontier orbital gap: 9.21 eV
- Multiplicity: 1
- SMILES: C=C(S)/C=C\OCC

Geometry (Å):
C 1.57823 1.32143 0.73652
C 2.08206 0.17686 0.27411
S 3.68382 0.09747 -0.48942
C 1.42587 -1.12598 0.35614
C 0.16606 -1.58721 0.27083
O -1.09277 -1.16722 0.02275
C -1.51391 0.01514 -0.65658
C -2.97644 0.24172 -0.32023
H 0.63218 1.33368 1.24771
H 2.10776 2.25536 0.66589
H 3.97744 1.38537 -0.32484
H 2.14434 -1.91638 0.54225
H 0.06746 -2.65080 0.48143
H -1.38181 -0.13776 -1.73585
H -0.89833 0.87239 -0.35719
H -3.56746 -0.60972 -0.64734
H -3.33436 1.13829 -0.81959
H -3.10014 0.35738 0.75339

Energy above the most stable structure, in hartree: #A 0.0000; #B 0.0219

#A
DFT (ωB97M-V/def2-TZVPD) results for an isolated molecule of C6H10OS.

- Highest occupied orbital energy: -8.72 eV
- Frontier orbital gap: 9.52 eV
- Multiplicity: 1
- SMILES: O=C[C@H]1CCCSC1

Geometry (Å):
O -2.42824 1.13318 -1.46155
C -1.56212 0.39032 -1.89382
C -0.43680 -0.18406 -0.97531
C 0.31368 0.95222 -0.23084
C 1.50606 0.44365 0.62656
C 1.08537 -0.41564 1.76947
S 0.24901 -1.92686 1.15530
C -1.04473 -1.14408 0.08282
H -1.51134 0.25534 -2.95887
H 0.19402 -0.79652 -1.64402
H 0.72873 1.64680 -0.98227
H -0.39669 1.48791 0.44217
H 2.00645 1.30559 0.98907
H 2.22942 -0.12271 0.02732
H 0.46207 0.13445 2.47899
H 1.96975 -0.74409 2.32351
H -1.63954 -1.88692 -0.43711
H -1.72510 -0.52858 0.68859

#B
DFT (ωB97M-V/def2-TZVPD) results for an isolated molecule of C6H10OS.

- Highest occupied orbital energy: -8.33 eV
- Frontier orbital gap: 9.14 eV
- Multiplicity: 1
- SMILES: C[C@@H]1CS[C@H]2C[C@]12O

Geometry (Å):
C -2.01554 -0.39622 -1.14217
C -1.17940 -0.48853 0.07831
C -1.02320 0.85931 0.84361
S 0.72088 1.52423 0.62846
C 0.91549 0.34179 -0.73294
C 1.28705 -1.08180 -1.22423
C 0.24741 -0.84064 -0.14873
O 0.80593 -1.29497 1.05263
H -3.03000 -0.20758 -0.80980
H -1.78707 0.31938 -1.91646
H -2.18574 -1.39869 -1.60349
H -1.53101 -1.32282 0.76908
H -1.76325 1.53711 0.49737
H -1.18580 0.76726 1.93736
H 0.18096 0.69959 -1.41620
H 2.19918 -1.48283 -0.78778
H 1.14014 -1.10178 -2.29119
H 0.59023 -2.20118 1.10158

Energy above the most stable structure, in hartree: #A 0.0000; #B 0.1104